# 1
C6H15ClLiNO2 as an isolated structure at a distorted geometry. Source: the Open Molecules 2025 dataset; level of theory: the ωB97M-V functional and the def2-TZVPD basis.

Last column: Löwdin spin population.
Element x y z (Å)
Li  0.59010  2.41241  0.70602  0.004
Cl  -0.80769  2.58292  -1.17091  0.224
C  3.48156  2.30822  0.24955  0.000
O  2.29609  1.62494  -0.11074  0.001
C  2.39029  0.19560  0.22690  0.006
C  1.32539  -0.58801  -0.56464  0.060
N  -0.02379  -0.32191  -0.15748  0.500
C  -0.98260  -1.06090  -0.94825  0.057
C  -2.37110  -0.82050  -0.38719  0.011
O  -2.36188  -1.29650  0.93569  0.038
C  -3.60566  -1.69447  1.42208  0.004
H  3.33496  3.34637  -0.04854  0.000
H  4.28160  2.00644  -0.42643  0.000
H  3.70280  2.39126  1.31362  0.000
H  2.21051  0.02950  1.28907  0.000
H  3.36718  -0.19645  -0.05606  0.000
H  1.53266  -1.65300  -0.46008  0.006
H  1.41071  -0.35096  -1.62513  0.031
H  -0.22660  0.57947  -0.56550  0.015
H  -0.94461  -2.14925  -0.99460  0.004
H  -1.01732  -0.73473  -1.98772  0.035
H  -3.04714  -1.38291  -1.03121  -0.001
H  -2.69560  0.21973  -0.41390  0.000
H  -4.35723  -0.90960  1.33719  0.000
H  -3.54834  -1.90363  2.49029  0.001
H  -3.93425  -2.63407  0.97792  0.003

Force components x, y, z for each atom (eV/Å):
-0.08 0.27 -0.78
0.49 -0.72 0.67
0.32 1.72 -1.00
-0.69 -1.64 1.23
-0.85 0.35 -0.88
1.70 -0.47 1.20
0.36 -1.22 -2.97
-2.09 -1.09 0.92
-0.53 0.13 -0.01
0.92 -0.02 -0.11
-0.87 -0.26 0.83
-0.28 0.13 -0.08
0.35 -0.46 0.63
0.15 -0.86 0.05
0.24 0.14 0.18
0.07 0.18 0.07
0.04 -0.07 0.02
-0.02 0.12 -0.26
-0.87 3.08 0.87
1.17 -0.03 0.40
0.42 0.45 -0.19
-0.30 -0.15 0.05
0.18 0.23 -0.07
-0.13 0.02 -0.38
0.47 0.10 0.00
-0.16 0.08 -0.40

Properties
2S+1: 2
Charge: +1
Energy above the lowest of the compared OMol25 structures with the same formula, charge and spin, kcal per mole: 0.0



# 2
One molecule with the formula C6H15ClOSi2 at a distorted geometry. Source: the Open Molecules 2025 dataset; level of theory: the ωB97M-V functional and the def2-TZVPD basis.

Last column: natural (NBO) charge in e.
Element x y z (Å)
C  0.68993  0.73838  -2.75965  -0.616
C  -0.28215  1.20155  -1.74119  -0.010
C  -1.24071  2.25778  -2.26370  -0.645
C  -0.21378  0.68923  -0.50572  -0.253
C  -1.18728  0.87701  0.60260  -0.660
Si  1.64648  -0.30135  0.27987  1.186
Cl  2.18666  -2.11983  -0.48591  -0.376
C  1.26048  -0.83452  2.08551  -0.467
O  0.47554  -1.93092  1.83783  -0.920
Si  -0.58513  -2.85707  2.69861  1.211
H  0.26564  -0.02922  -3.39944  0.224
H  1.49571  0.34519  -2.02036  0.202
H  1.15885  1.55532  -3.31811  0.208
H  -0.66872  3.10390  -2.60009  0.220
H  -1.98707  2.59505  -1.53887  0.215
H  -1.76928  1.79873  -3.16290  0.215
H  -1.03844  0.15593  1.34654  0.209
H  -1.14917  1.91834  1.17316  0.202
H  -2.12817  0.75583  0.23760  0.215
H  2.78644  0.62401  0.06613  -0.178
H  2.20701  -1.17748  2.39861  0.202
H  0.69584  -0.11900  2.61253  0.198
H  -1.81477  -2.03956  2.96597  -0.208
H  -0.75539  -3.79218  1.53615  -0.173
H  -0.04853  -3.41511  3.95485  -0.200

Force components x, y, z for each atom (eV/Å):
2.16 -0.17 1.98
-0.41 0.39 0.39
-1.07 -1.68 -0.31
2.64 -0.72 0.89
2.03 3.19 1.18
-2.73 1.46 -0.84
0.22 -0.14 -0.52
0.17 0.55 -2.43
-1.22 -1.55 0.27
-0.04 0.35 -1.49
0.24 -0.11 -0.14
-0.76 0.00 -2.22
-0.27 -0.17 -0.19
0.24 0.41 -0.23
0.10 -0.11 -0.10
0.47 0.80 0.97
0.10 -1.10 1.12
0.08 -1.86 -1.30
-2.99 -0.19 -0.91
-0.08 -0.07 0.11
1.20 0.15 1.45
0.12 1.19 1.26
0.22 -0.32 0.14
-0.45 -0.27 0.90
0.01 -0.06 0.00

Properties
SMILES: CC(C)=C(C)[Si@H](Cl)CO[SiH3]
Energy above the lowest of the compared OMol25 structures with the same formula, charge and spin, kcal per mole: 55.5



# 3
C6H15CsNO3 as an isolated structure at a distorted geometry. Source: the Open Molecules 2025 dataset; level of theory: the ωB97M-V functional and the def2-TZVPD basis.

Last column: Löwdin spin population.
Element x y z (Å)
Cs  20.49836  0.37748  -9.30987  0.407
C  20.95778  2.21449  -14.29604  0.043
C  19.92298  3.02510  -13.44289  0.039
C  18.98166  2.09689  -12.60772  0.032
O  18.10290  2.81654  -11.75623  0.012
C  17.01602  2.00466  -11.31472  0.003
N  20.62045  4.05561  -12.54236  0.116
H  19.87315  4.38240  -11.94667  0.022
H  21.19219  3.53969  -11.88888  0.129
H  21.09506  4.82065  -13.00015  0.068
H  21.59943  1.47448  -13.81773  0.023
H  21.56429  2.86645  -14.92468  0.010
H  20.50011  1.58729  -15.06106  0.005
H  19.43337  3.65551  -14.18515  0.008
H  19.50498  1.41570  -11.93675  0.020
H  18.29405  1.45410  -13.15737  0.003
H  16.40480  1.71953  -12.17100  0.001
H  16.37132  2.63050  -10.69765  0.000
H  17.25359  1.11513  -10.73129  0.001
C  19.16528  3.66036  -8.85114  0.020
C  18.04002  2.87460  -8.28656  0.003
O  16.98998  3.56744  -8.09457  0.002
O  18.19250  1.67884  -7.94902  0.002
H  18.65356  4.39269  -9.47560  0.002
H  19.76329  3.04314  -9.52160  0.025
H  19.89608  4.05352  -8.14442  0.002

Force components x, y, z for each atom (eV/Å):
-0.30 0.12 0.43
-0.15 -0.17 -0.25
0.88 -1.00 -0.93
-0.80 0.53 0.76
0.33 0.38 -0.03
-0.86 0.80 -0.10
-2.22 -1.71 -0.32
-0.56 0.85 0.47
1.70 -0.71 0.96
0.52 0.48 -0.50
0.06 0.58 0.70
0.22 0.29 0.45
-0.94 0.13 0.07
-0.70 -0.27 0.35
0.88 -0.04 -0.40
0.56 -0.02 -1.23
0.06 -0.25 -0.28
0.31 0.04 0.19
0.59 0.02 0.04
0.77 0.05 -1.35
-2.76 1.49 2.00
1.16 -1.11 -0.59
0.89 -1.25 -0.55
0.62 0.51 0.19
0.20 -0.06 -0.35
-0.46 0.29 0.24

Properties
2S+1: 2



# 4
A 2-piece molecular cluster, C6H15FO3SSi overall at a distorted geometry. Source: the Open Molecules 2025 dataset; level of theory: the ωB97M-V functional and the def2-TZVPD basis.

Last column: natural (NBO) charge in e.
Element x y z (Å)
C  -2.41501  -2.22514  0.60549  -0.610
C  0.23650  3.14299  1.43921  -0.247
C  3.08965  -0.94044  0.58879  -0.234
C  1.03077  0.99364  -2.69290  -0.259
C  -1.00952  -1.46428  0.49835  -0.517
C  -1.10083  0.02013  0.59676  -0.025
O  1.03764  2.52235  0.41996  -0.943
O  2.32131  0.11306  1.02572  -0.902
O  1.68280  0.54689  -1.49827  -0.933
F  -1.48224  0.41464  1.91073  -0.413
Si  1.26113  0.95377  0.03672  2.284
S  -2.22003  0.83264  -0.62937  -0.079
H  -3.24334  -1.74406  -0.01240  0.197
H  -2.73673  -2.20022  1.60413  0.201
H  -2.37023  -3.23727  0.32154  0.207
H  -0.67675  2.53819  1.56331  0.215
H  0.15740  4.26477  1.25922  0.199
H  0.80618  2.98344  2.37847  0.179
H  4.08444  -0.76413  0.79032  0.179
H  3.04576  -0.95328  -0.58429  0.171
H  2.72926  -1.89548  0.84759  0.176
H  -0.11713  1.01062  -2.55940  0.199
H  1.30402  0.41516  -3.60977  0.199
H  1.42990  2.08067  -2.83120  0.184
H  -0.50597  -1.84337  1.42391  0.230
H  -0.67098  -1.89501  -0.50300  0.237
H  -3.40610  0.51492  -0.25087  0.104

Force components x, y, z for each atom (eV/Å):
-0.36 2.58 -1.10
0.80 -0.29 0.92
-0.87 -0.09 -4.77
-0.61 2.39 -0.16
-2.02 -2.59 -0.08
1.71 1.74 -1.09
0.55 -0.44 -0.95
-2.09 2.21 -0.07
-0.48 0.06 0.36
0.33 -0.53 -0.91
-2.14 -1.42 1.47
2.52 0.56 -0.16
1.19 -0.53 0.60
-0.59 0.08 1.46
0.42 -1.27 -0.50
-0.04 0.97 -0.28
-0.24 -1.73 -0.07
-0.38 0.44 -0.29
2.19 0.08 0.98
0.27 -0.21 1.91
-0.39 -1.07 1.00
1.84 -0.06 -0.31
-0.06 0.12 1.16
-1.06 -1.77 -0.18
0.45 0.29 -1.19
0.57 1.23 1.48
-1.52 -0.75 0.77



| no. | total energy (eV) |
| --- | --- |
| 1 | -24769.4293 |
| 2 | -36789.5745 |
| 3 | -14641.7139 |
| 4 | -34037.9835 |